[1]
The following is a DFT calculation (the ωB97M-V functional and the def2-TZVPD basis) of a molecular structure, C37H40N2O2SW.

Atoms and positions in Å:
W  0.326  -0.399  -0.323
S  -1.490  -2.570  1.689
O  1.437  -1.852  -0.834
O  2.022  -1.019  0.217
N  -1.098  0.910  -1.184
N  1.137  1.462  0.186
C  3.466  1.262  -1.613
C  -2.116  5.080  -3.236
C  -0.902  -1.533  0.756
C  3.856  2.365  2.539
C  1.915  4.687  -0.266
C  1.875  6.042  -0.675
C  -2.250  0.259  -3.234
C  -4.700  0.947  -2.117
C  1.029  0.672  3.523
C  0.939  3.839  -0.732
C  0.221  2.922  2.693
C  -0.216  1.124  -4.516
C  4.236  -0.038  -1.873
C  -0.613  2.160  -1.256
C  1.445  2.083  3.093
C  -3.799  1.511  0.125
C  0.008  -0.974  -3.161
C  -0.070  4.352  -1.587
C  -4.640  0.545  -3.440
C  2.583  2.043  2.080
C  3.985  2.363  -2.549
C  -3.199  0.617  1.207
C  4.954  2.353  1.696
C  0.591  2.437  -0.538
C  -2.058  3.739  -2.784
C  2.451  1.704  0.727
C  -3.419  0.189  -3.984
C  4.799  1.999  0.367
C  -1.194  6.027  -2.863
C  3.551  1.666  -0.146
C  -0.953  -0.100  -3.958
C  -2.334  0.694  -1.902
C  -0.121  5.677  -2.003
C  -3.565  1.032  -1.312
C  0.904  6.529  -1.516
C  -1.032  3.375  -1.947
C  -3.410  2.975  0.369
H  3.794  2.091  -3.590
H  3.823  -0.876  -1.312
H  2.642  6.713  -0.310
H  -1.264  -0.694  -4.818
H  5.934  2.619  2.075
H  -5.659  1.208  -1.683
H  0.587  0.808  -5.188
H  0.230  0.722  4.267
H  0.511  3.867  2.226
H  2.705  4.345  0.391
H  0.230  1.722  -3.718
H  5.666  1.976  -0.283
H  5.282  0.074  -1.577
H  2.423  1.092  -1.879
H  -3.645  0.855  2.176
H  0.917  7.574  -1.808
H  -3.361  -0.144  -5.015
H  -3.822  3.633  -0.398
H  5.064  2.491  -2.435
H  -2.819  3.034  -3.100
H  -1.284  7.044  -3.227
H  -3.795  3.299  1.338
H  4.212  -0.283  -2.937
H  3.506  3.322  -2.355
H  0.735  -0.347  -2.635
H  -0.364  3.155  3.585
H  -3.393  -0.433  0.993
H  3.980  2.646  3.579
H  1.870  0.125  3.952
H  -2.927  5.365  -3.896
H  -0.895  1.768  -5.077
H  -5.542  0.500  -4.039
H  1.871  2.564  3.975
H  -0.433  2.385  2.008
H  0.661  0.099  2.679
H  -2.125  0.765  1.300
H  -2.325  3.104  0.385
H  -4.880  1.454  0.254
H  -0.531  -1.638  -2.482
H  0.609  -1.607  -3.813

Force components x, y, z for each atom (eV/Å):
-0.83 0.11 -0.04
-0.15 -0.32 0.21
0.22 -0.09 -0.09
0.51 -0.40 0.20
0.31 -0.01 -0.03
-0.11 0.15 -0.10
0.25 0.04 0.05
-0.04 -0.02 -0.03
0.21 0.52 -0.03
0.09 0.06 0.04
0.03 -0.05 -0.03
0.03 -0.01 0.03
0.13 -0.01 -0.03
-0.04 -0.02 0.01
0.12 0.19 0.18
0.09 0.08 -0.09
0.14 0.03 0.07
-0.06 -0.01 -0.03
0.03 -0.04 0.04
-0.09 0.01 -0.05
-0.11 -0.07 -0.09
0.22 0.05 -0.07
-0.06 0.05 -0.39
0.02 -0.02 0.06
0.01 0.01 0.00
-0.09 0.03 0.06
-0.03 -0.03 0.06
-0.17 -0.03 -0.07
0.01 0.01 -0.01
0.09 0.08 0.29
-0.03 -0.04 -0.02
0.07 0.13 0.13
-0.05 0.02 -0.02
0.09 0.00 0.05
0.00 0.03 -0.02
-0.12 -0.11 -0.07
-0.08 0.13 0.09
-0.13 -0.06 -0.05
0.01 0.01 0.00
-0.06 0.01 0.14
-0.02 0.04 -0.02
-0.05 0.02 -0.06
-0.04 -0.04 -0.05
0.03 0.00 0.05
0.02 0.05 -0.03
-0.02 -0.02 -0.01
-0.08 -0.02 -0.02
-0.04 -0.02 0.00
0.04 -0.01 -0.03
-0.04 0.01 0.05
0.04 0.00 -0.01
-0.03 -0.06 0.04
-0.02 0.01 -0.02
0.00 0.00 -0.01
-0.07 0.01 0.04
-0.05 0.01 -0.07
-0.24 -0.04 -0.03
0.02 0.01 -0.03
0.00 -0.06 0.01
-0.01 0.02 0.06
0.03 -0.01 0.04
-0.07 0.01 0.00
0.03 0.05 0.03
0.01 -0.05 0.02
0.02 -0.02 -0.04
0.00 0.01 0.04
-0.02 0.04 0.02
0.15 0.04 -0.16
0.02 -0.01 -0.05
-0.03 0.02 0.04
0.00 -0.03 -0.05
-0.03 0.02 -0.02
0.04 -0.02 0.03
0.04 -0.01 0.00
0.06 -0.02 0.05
0.02 0.04 0.01
-0.05 -0.03 -0.06
-0.13 -0.16 -0.26
0.13 0.01 0.03
-0.04 0.02 0.03
-0.08 0.01 -0.04
-0.03 -0.15 0.13
0.05 -0.03 0.02

Max |F|: 0.840 eV/A
Total charge: +1
Highest occupied orbital energy (spin up / spin down): -10.092 / -11.294 eV
Kohn-Sham gap (spin up / spin down): 5.3713 / 6.2514 eV
Lowest unoccupied orbital energy (spin up / spin down): -4.7 / -5.0 eV
2S+1: 4
Expectation value of S²: 3.784



[2]
The following is a DFT calculation (the ωB97M-V functional and the def2-TZVPD basis) of a molecular structure, C37H40N5O5PS2SeTi.

Atoms and positions in Å:
Se  -1.595  -1.148  -1.823
Ti  -0.015  -0.960  -0.244
S  -4.036  -1.672  2.558
S  2.549  -0.616  2.958
P  -0.654  2.808  -1.367
O  1.770  -0.651  -1.169
O  3.822  -0.078  3.346
O  -0.820  0.520  1.113
O  1.979  -0.147  1.717
O  -0.511  -1.541  1.719
N  1.048  -3.775  -1.575
N  -4.140  -0.257  0.257
N  -4.064  0.972  2.068
N  -0.264  -4.232  0.043
N  1.579  -0.362  4.247
C  0.842  -5.137  -1.612
C  -2.643  2.117  -4.843
C  -1.764  7.278  -0.944
C  -4.158  1.958  1.003
C  2.596  -2.374  2.852
C  -2.297  2.436  -3.542
C  1.185  2.904  -1.315
C  3.301  1.703  -1.168
C  2.692  -5.139  2.593
C  -1.752  6.423  0.147
C  3.993  2.899  -1.185
C  -0.729  -0.328  2.034
C  1.902  4.097  -1.343
C  -1.418  5.086  -0.026
C  0.169  -0.750  4.332
C  2.719  -6.637  2.460
C  -1.075  4.593  -1.285
C  3.288  4.093  -1.272
C  2.757  -4.320  1.472
C  0.017  -5.425  -0.586
C  2.704  -2.940  1.593
C  -0.327  1.803  -5.376
C  -1.189  -4.161  1.171
C  1.781  -3.070  -2.617
C  -4.076  -0.295  1.610
C  -1.656  1.794  -5.766
C  -1.091  5.463  -2.373
C  -0.960  2.458  -3.140
C  -3.860  1.095  -0.232
C  0.020  2.135  -4.071
C  -0.807  0.051  3.483
C  -1.436  6.796  -2.205
C  1.908  1.704  -1.227
C  2.559  -3.169  3.991
C  1.186  0.448  -1.071
C  2.601  -4.545  3.853
C  0.358  -3.192  -0.561
H  1.134  -2.320  -3.069
H  -4.176  1.162  3.047
H  2.077  -3.797  -3.371
H  -5.158  2.398  0.958
H  0.091  -1.805  4.068
H  1.287  -5.767  -2.360
H  1.852  -7.086  2.946
H  2.718  -6.938  1.413
H  3.824  5.034  -1.278
H  -0.663  1.127  3.585
H  2.820  -4.767  0.487
H  -1.449  7.461  -3.059
H  -1.421  4.409  0.822
H  0.450  1.552  -6.088
H  3.821  0.758  -1.078
H  2.730  -2.306  0.716
H  -3.075  2.669  -2.823
H  -0.655  -3.926  2.087
H  -0.399  -6.359  -0.255
H  -2.814  1.174  -0.539
H  2.487  -2.711  4.968
H  1.375  5.039  -1.406
H  5.073  2.906  -1.121
H  1.842  0.505  4.697
H  -0.837  5.092  -3.359
H  -3.702  -1.030  -0.235
H  2.555  -5.171  4.736
H  -1.940  -3.394  0.999
H  -2.010  6.793  1.131
H  -1.828  -0.189  3.800
H  1.066  2.144  -3.790
H  -4.500  1.347  -1.077
H  -3.427  2.756  1.132
H  3.610  -7.053  2.933
H  -1.674  -5.130  1.262
H  -0.095  -0.662  5.386
H  -3.685  2.106  -5.136
H  2.664  -2.585  -2.215
H  -2.034  8.319  -0.815
H  -1.924  1.533  -6.782

Force components x, y, z for each atom (eV/Å):
0.08 -0.06 -0.10
-0.81 -0.20 -0.05
0.04 0.07 0.04
0.04 -0.01 -0.03
0.07 0.11 -0.01
0.12 0.01 -0.11
-0.01 0.00 0.01
-0.02 -0.01 -0.06
0.02 0.00 0.01
0.10 0.10 -0.12
-0.02 0.02 0.00
0.19 -0.01 0.08
0.09 0.03 0.03
-0.01 0.01 0.00
-0.01 0.04 -0.02
0.02 -0.01 0.02
0.01 0.00 -0.02
0.00 0.01 -0.01
-0.02 0.00 -0.02
0.00 0.00 -0.01
-0.01 0.00 0.04
0.02 0.01 -0.08
0.01 0.01 -0.03
0.01 0.00 -0.01
0.01 -0.01 0.02
0.00 -0.01 -0.01
0.10 -0.05 -0.02
-0.03 -0.01 0.03
0.01 0.02 -0.04
0.00 -0.02 0.05
0.00 0.00 0.00
-0.07 0.00 0.03
0.00 0.00 0.01
-0.01 0.01 0.00
0.02 0.00 0.02
-0.01 -0.01 0.00
0.01 0.01 0.02
0.02 0.01 -0.01
0.01 -0.01 0.00
-0.11 -0.12 -0.08
-0.01 0.00 0.02
-0.02 -0.03 -0.03
0.00 -0.06 -0.01
0.06 0.01 0.01
0.02 0.05 -0.01
-0.08 0.07 -0.03
0.01 0.01 0.02
-0.19 0.14 -0.16
0.02 0.00 0.00
0.53 -0.13 0.57
0.00 0.01 0.01
0.05 0.05 -0.01
0.00 0.01 0.00
-0.07 0.00 0.00
-0.01 0.00 -0.01
-0.01 -0.01 0.02
0.00 0.00 0.00
0.00 0.00 0.00
0.00 0.00 0.00
0.00 0.00 0.00
-0.01 0.00 -0.01
0.03 -0.01 -0.02
0.00 0.00 -0.01
0.00 0.00 0.00
0.01 0.02 0.01
0.00 0.00 0.00
-0.01 0.00 0.01
0.00 -0.01 0.01
0.01 -0.01 -0.01
0.00 -0.01 0.00
0.00 0.00 0.00
-0.06 0.01 0.07
0.00 0.00 0.00
0.02 0.02 -0.02
0.00 0.00 0.00
0.02 -0.03 0.04
0.00 0.00 0.01
-0.13 0.07 0.02
0.00 0.00 0.00
0.00 0.00 0.00
0.00 0.00 0.00
0.00 -0.05 0.00
0.00 -0.01 0.01
-0.02 -0.01 0.00
0.02 -0.01 -0.03
0.00 0.00 0.00
-0.01 0.01 0.00
-0.02 -0.01 -0.01
0.00 0.00 0.00
0.00 -0.01 0.00
0.00 0.00 0.00
0.00 0.00 0.00

Max |F|: 0.840 eV/A
Total charge: 0
Highest occupied orbital energy (spin up / spin down): -7.406 / -7.405 eV
Kohn-Sham gap (spin up / spin down): 7.2669 / 7.2661 eV
Lowest unoccupied orbital energy (spin up / spin down): -0.1 / -0.1 eV
2S+1: 1
ΔE to the lowest compared entry with this formula, charge and spin: 0.0 kcal per mole



[3]
The following is a DFT calculation (the ωB97M-V functional and the def2-TZVPD basis) of a molecular structure, C37H41Cl5GeN3O3PV at a distorted geometry.

Atoms and positions in Å:
Ge  -21.076  -4.283  -13.602
V  -16.487  -4.466  -11.789
Cl  -19.218  -9.381  -12.547
Cl  -20.612  -7.093  -11.596
Cl  -19.625  -7.247  -14.349
Cl  -14.230  -4.951  -16.030
Cl  -17.579  -0.795  -17.549
P  -17.344  -4.278  -9.319
O  -17.000  -7.905  -12.100
O  -17.932  -5.822  -12.014
O  -15.606  -4.543  -13.472
N  -17.493  -2.894  -12.853
N  -14.349  -6.080  -10.092
N  -15.034  -5.958  -11.311
C  -18.267  -1.889  -12.382
C  -17.430  -1.823  -15.009
C  -14.341  -2.309  -10.876
C  -14.304  -1.477  -8.604
C  -20.071  -1.487  -8.173
C  -15.397  -2.282  -8.252
C  -21.130  -2.167  -7.707
C  -20.060  -4.132  -8.383
C  -22.791  -3.576  -11.210
C  -17.204  -5.708  -8.190
C  -23.148  -5.026  -10.912
C  -22.378  -2.876  -18.667
C  -18.905  -3.436  -8.771
C  -17.924  -7.077  -12.204
C  -16.981  -1.939  -16.360
C  -15.547  -3.757  -15.736
C  -17.311  -8.139  -8.052
C  -15.391  -3.157  -10.491
C  -13.770  -1.516  -9.883
C  -21.561  -3.372  -16.347
C  -17.088  -6.837  -6.030
C  -21.021  -2.940  -15.001
C  -15.952  -2.757  -16.635
C  -21.190  -3.515  -7.874
C  -18.131  -0.713  -14.477
C  -17.079  -5.676  -6.784
C  -19.315  -7.641  -12.670
C  -15.988  -3.766  -14.426
C  -15.933  -3.116  -9.135
C  -18.940  -2.050  -8.672
C  -21.748  -2.279  -17.391
C  -17.368  -6.973  -8.736
C  -21.368  -3.261  -11.767
C  -17.039  -2.838  -14.113
C  -24.636  -5.351  -10.643
C  -18.554  -0.754  -13.148
C  -17.175  -8.085  -6.690
H  -23.475  -3.074  -11.850
H  -22.965  -3.127  -10.259
H  -24.881  -4.857  -9.727
H  -15.833  -2.076  -7.264
H  -20.584  -3.746  -11.064
H  -17.028  -4.666  -6.348
H  -22.434  -1.533  -16.979
H  -17.309  -9.009  -8.642
H  -22.533  -2.064  -19.422
H  -15.536  -2.769  -17.628
H  -18.341  0.197  -14.987
H  -15.514  -6.866  -11.504
H  -20.990  -2.250  -11.810
H  -14.721  -5.398  -9.427
H  -18.629  -1.991  -11.369
H  -18.082  -1.445  -9.094
H  -13.039  -0.814  -10.258
H  -21.828  -1.641  -7.085
H  -23.317  -3.280  -18.408
H  -21.644  -2.253  -14.441
H  -14.425  -7.062  -9.777
H  -17.113  -9.021  -6.130
H  -22.023  -4.157  -7.613
H  -22.417  -5.428  -10.187
H  -20.077  -2.476  -15.092
H  -25.279  -4.945  -11.363
H  -19.155  0.056  -12.713
H  -22.839  -5.534  -11.836
H  -22.629  -3.708  -16.200
H  -22.224  -5.224  -13.904
H  -21.782  -3.665  -19.108
H  -20.039  -5.219  -8.582
H  -14.045  -2.298  -11.930
H  -17.424  -6.929  -9.875
H  -20.144  -0.443  -7.930
H  -13.837  -0.827  -7.886
H  -24.728  -6.488  -10.695
H  -21.013  -4.185  -16.790
H  -20.815  -1.762  -17.582
H  -17.005  -6.836  -4.964
H  -14.351  -5.927  -12.036

Force components x, y, z for each atom (eV/Å):
0.87 0.66 1.66
0.46 -0.01 0.73
-0.35 -0.84 0.01
0.11 0.25 -0.08
0.05 0.32 -0.30
-1.02 1.15 -0.37
0.24 -0.31 0.29
-0.13 0.39 0.36
-1.00 1.67 0.09
-0.11 -0.23 -0.10
0.70 -0.72 0.37
-1.00 1.27 1.34
0.62 -0.51 1.20
-1.17 -1.47 -0.53
0.74 -0.88 -0.76
-0.43 0.56 -0.29
-0.99 -0.95 0.72
0.30 -0.39 -0.28
0.53 2.55 0.66
0.90 2.42 2.72
-1.42 -0.50 1.07
0.81 -1.40 -1.02
0.76 0.68 0.61
-0.48 -0.65 1.33
0.86 -0.57 -2.24
1.00 1.85 -0.27
0.23 0.02 0.52
0.81 -1.03 -0.42
-0.11 1.54 0.69
1.59 -0.82 1.48
0.12 0.14 0.51
-0.92 -0.17 0.11
-0.41 0.41 -1.05
-2.20 0.42 0.29
0.03 -0.87 -1.00
-0.59 -0.42 -0.12
0.12 -1.45 -1.32
0.45 -1.67 -0.30
-0.32 -0.81 1.54
-0.20 1.43 -0.42
0.41 -0.55 0.53
-1.30 0.48 -1.20
-0.49 -1.88 -3.94
1.82 -0.11 -1.65
-0.13 -0.18 -0.19
0.34 2.30 -3.83
1.14 -3.28 0.63
0.27 0.73 -0.39
2.33 -1.54 0.35
-0.03 -0.26 -0.43
0.16 0.06 1.07
-1.04 0.02 -0.81
0.27 1.15 0.96
-0.59 -0.37 1.01
0.14 -0.45 -0.27
-1.16 0.46 -1.01
0.10 -0.67 0.26
0.03 0.06 -0.04
-0.19 -1.32 -0.22
0.09 -0.76 0.46
0.12 0.01 -0.16
-0.04 0.22 -0.92
-0.09 0.78 0.02
-0.72 0.59 -0.25
0.17 -0.68 -0.12
0.02 -0.07 0.05
-1.04 -0.59 0.91
0.46 0.13 0.63
-0.66 0.16 -0.22
-1.23 -0.53 0.16
-0.52 0.75 -0.47
-0.01 1.17 0.23
-0.05 0.39 0.02
-0.11 0.30 0.17
-0.67 0.20 0.26
1.19 0.42 -0.03
-0.75 0.62 -1.39
0.46 -0.36 -0.23
-0.36 -0.42 0.15
1.04 -0.31 0.05
-0.57 -0.25 -0.08
0.28 -0.11 -0.09
-0.22 0.51 0.44
0.21 0.15 0.49
-0.09 -0.70 1.72
0.51 0.61 -0.42
-0.13 0.19 0.28
-0.24 1.57 0.68
0.38 -0.48 0.00
0.33 0.09 -0.25
0.05 0.24 0.42
0.67 0.44 -0.73

Max |F|: 4.485 eV/A
Total charge: 0
Highest occupied orbital energy (spin up / spin down): -6.734 / -8.290 eV
Kohn-Sham gap (spin up / spin down): 5.9326 / 7.5455 eV
Lowest unoccupied orbital energy (spin up / spin down): -0.8 / -0.7 eV
2S+1: 4
ΔE to the lowest compared entry with this formula, charge and spin: 54.9 kcal per mole
Expectation value of S²: 3.774



> What is the formula in the second record?

C37H40N5O5PS2SeTi



> The highest max |F| belongs to which entry?

C37H41Cl5GeN3O3PV



> What is the formula in the second record?

C37H40N5O5PS2SeTi